Entry from the Open Molecules 2025 dataset: a structure of composition C23H24N10O4STi in a non-equilibrium geometry (wB97M-V/def2-TZVPD).

The strongest force on any atom is 1.60 eV Å⁻¹. As for the spin multiplicity: 3. The calculation puts the electronic energy at -2987.01453 Eh. The HOMO-LUMO gap (spin up / spin down) comes out at 0.265 / 0.301 Ha. The net charge is 0. The value obtained for the HOMO energy (spin up / spin down) is -6.81 / -8.04 eV.

Each line ends with the Löwdin spin population.
Geometry (Å):
Ti (0.30, -1.08, 0.94)  0.964
N (-1.39, 0.84, 3.66)  0.002
N (-2.07, -0.33, 4.04)  0.028
C (-1.59, -1.54, 3.59)  0.063
N (-2.42, -2.59, 3.75)  0.041
N (-0.38, -1.57, 3.07)  0.026
N (0.03, -2.78, 2.48)  0.378
O (1.21, -2.61, 1.81)  0.097
O (-0.57, -3.87, 2.48)  0.313
H (-1.41, 1.48, 4.45)  0.000
H (-1.85, 1.27, 2.86)  0.000
H (-3.07, -0.27, 4.08)  0.002
H (-3.27, -2.48, 4.26)  0.002
H (-2.07, -3.49, 3.45)  -0.002
N (-1.86, 3.30, -5.49)  0.000
C (-1.83, 2.91, -4.17)  0.000
C (-3.03, 2.72, -3.47)  0.000
C (-3.00, 2.37, -2.13)  0.000
C (-1.79, 2.22, -1.48)  0.000
C (-0.59, 2.40, -2.16)  0.000
C (-0.62, 2.74, -3.50)  0.000
S (-1.74, 1.76, 0.21)  0.001
O (-3.05, 1.93, 0.78)  0.000
O (-0.64, 2.46, 0.84)  0.000
N (-1.31, 0.20, 0.28)  0.009
C (-1.94, -0.80, -0.37)  0.018
N (-3.05, -0.68, -1.11)  -0.002
C (-3.48, -1.80, -1.67)  0.020
C (-2.88, -3.05, -1.51)  0.000
C (-1.74, -3.08, -0.72)  0.016
N (-1.28, -1.96, -0.16)  0.004
H (-2.71, 3.13, -6.00)  0.000
H (-1.02, 3.15, -6.03)  0.000
H (-3.97, 2.85, -3.97)  0.000
H (-3.92, 2.21, -1.58)  0.000
H (0.35, 2.27, -1.66)  0.000
H (0.32, 2.88, -4.03)  0.000
H (-4.38, -1.71, -2.27)  0.001
H (-3.27, -3.94, -1.98)  0.000
H (-1.19, -3.99, -0.52)  0.001
N (1.38, 0.65, 1.86)  -0.001
C (2.72, 0.18, 2.05)  0.002
C (3.22, 0.04, 3.34)  0.001
C (4.50, -0.45, 3.53)  0.000
C (5.27, -0.81, 2.43)  0.001
C (4.75, -0.67, 1.15)  0.000
C (3.46, -0.19, 0.93)  0.001
C (2.91, -0.14, -0.46)  0.002
C (3.73, 0.38, -1.46)  -0.001
C (3.31, 0.41, -2.78)  0.001
C (2.05, -0.09, -3.09)  0.000
C (1.24, -0.59, -2.09)  0.005
C (1.62, -0.64, -0.74)  0.001
H (0.92, 0.92, 2.72)  0.001
H (1.33, 1.42, 1.20)  0.000
H (2.61, 0.32, 4.18)  0.000
H (4.89, -0.57, 4.53)  0.000
H (6.27, -1.20, 2.56)  0.000
H (5.34, -0.99, 0.30)  0.000
H (4.71, 0.78, -1.20)  0.000
H (3.95, 0.82, -3.54)  0.000
H (1.71, -0.08, -4.12)  0.000
H (0.26, -0.96, -2.37)  0.000

Entry from the Open Molecules 2025 dataset: the molecule C23H24N2O4 in a non-equilibrium geometry (wB97M-V/def2-TZVPD).

The strongest force on any atom is 1.15 eV Å⁻¹. As for the spin multiplicity: 1. As for the SMILES: CCc1cccc(CC)c1NC(=O)COC(=O)/C(C#N)=C/c1ccc(OC)cc1. The calculation puts the electronic energy at -1301.32700 Eh. The HOMO-LUMO gap comes out at 0.295 Ha. The energy above the lowest of the compared OMol25 structures with the same formula, charge and spin comes out at 42.8 kcal/mol. The net charge is 0. The value obtained for the HOMO energy is -8.66 eV.

Each line ends with the natural charge from an NBO analysis.
Geometry (Å):
C (1.14, 3.42, -0.02)  -0.597
H (1.53, 4.43, -0.08)  0.214
H (0.09, 3.47, 0.27)  0.199
H (1.20, 2.97, -1.01)  0.206
C (1.94, 2.60, 0.99)  -0.431
C (1.46, 1.18, 1.10)  0.009
C (0.17, 0.93, 1.56)  -0.223
C (-0.29, -0.37, 1.73)  -0.199
C (0.54, -1.43, 1.44)  -0.243
C (1.83, -1.23, 0.97)  0.091
C (2.28, 0.09, 0.79)  0.081
N (3.62, 0.29, 0.37)  -0.636
C (4.14, 0.74, -0.80)  0.663
O (5.34, 0.89, -0.92)  -0.611
C (3.22, 1.05, -1.98)  -0.179
H (3.27, 2.12, -2.18)  0.223
O (1.85, 0.73, -1.82)  -0.526
C (1.53, -0.57, -1.95)  0.806
O (2.32, -1.42, -2.27)  -0.578
C (0.10, -0.83, -1.63)  -0.331
C (-0.76, 0.20, -1.41)  0.001
C (-2.14, 0.18, -1.03)  -0.178
C (-2.88, -0.98, -0.79)  -0.081
C (-4.21, -0.92, -0.42)  -0.328
C (-4.84, 0.31, -0.26)  0.342
C (-4.11, 1.48, -0.48)  -0.267
C (-2.79, 1.42, -0.86)  -0.131
H (-2.25, 2.33, -1.04)  0.214
H (-4.61, 2.43, -0.36)  0.230
O (-6.13, 0.48, 0.10)  -0.480
C (-6.94, -0.66, 0.33)  -0.255
H (-6.56, -1.26, 1.15)  0.180
H (-7.92, -0.27, 0.59)  0.205
H (-7.02, -1.27, -0.57)  0.182
H (-4.74, -1.84, -0.25)  0.226
H (-2.42, -1.94, -0.91)  0.226
H (-0.34, 1.19, -1.54)  0.233
C (-0.21, -2.20, -1.54)  0.300
N (-0.41, -3.33, -1.47)  -0.315
H (3.64, 0.51, -2.84)  0.240
H (4.33, 0.01, 1.03)  0.413
C (2.73, -2.40, 0.71)  -0.458
H (3.44, -2.16, -0.08)  0.231
H (2.12, -3.24, 0.36)  0.226
C (3.48, -2.81, 1.98)  -0.591
H (2.77, -3.08, 2.76)  0.205
H (4.11, -3.67, 1.77)  0.215
H (4.10, -2.00, 2.34)  0.190
H (0.19, -2.45, 1.58)  0.222
H (-1.29, -0.54, 2.09)  0.218
H (-0.47, 1.76, 1.81)  0.212
H (3.00, 2.62, 0.71)  0.217
H (1.85, 3.07, 1.97)  0.217

Entry from the Open Molecules 2025 dataset: a structure of composition C23H24N2OS5SiTi (wB97M-V/def2-TZVPD).

The strongest force on any atom is 0.43 eV Å⁻¹. As for the spin multiplicity: 1. The calculation puts the electronic energy at -4205.73469 Eh. The HOMO-LUMO gap comes out at 0.248 Ha. The energy above the lowest of the compared OMol25 structures with the same formula, charge and spin comes out at 0.0 kcal/mol. The net charge is 0. The value obtained for the HOMO energy is -7.54 eV.

Each line ends with the natural charge from an NBO analysis.
Geometry (Å):
Ti (0.36, 0.37, 0.18)  1.282
S (-1.08, 0.93, -1.73)  -0.176
C (-2.00, -0.58, -1.86)  -0.173
C (-3.39, -0.51, -2.00)  -0.223
C (-4.16, -1.65, -2.13)  -0.194
C (-3.57, -2.91, -2.13)  -0.237
C (-2.19, -3.00, -2.01)  -0.221
C (-1.42, -1.86, -1.85)  -0.131
S (0.35, -1.97, -1.78)  0.329
C (0.76, -2.82, -0.22)  -0.566
C (2.11, -2.25, 0.17)  0.245
C (3.21, -3.03, 0.46)  -0.237
C (4.44, -2.41, 0.66)  -0.119
C (4.54, -1.03, 0.51)  -0.232
C (3.39, -0.31, 0.22)  0.261
C (3.40, 1.17, -0.06)  -0.566
S (2.24, 1.35, -1.47)  0.360
C (1.83, 3.06, -1.60)  -0.158
C (2.39, 3.80, -2.64)  -0.210
C (1.98, 5.11, -2.84)  -0.234
C (1.02, 5.66, -2.00)  -0.175
C (0.46, 4.92, -0.97)  -0.213
C (0.86, 3.60, -0.75)  -0.178
S (0.29, 2.73, 0.66)  -0.086
N (2.21, -0.92, 0.10)  -0.516
H (-3.85, 0.47, -2.00)  0.229
H (-5.23, -1.56, -2.23)  0.218
H (-4.16, -3.80, -2.24)  0.219
H (-1.70, -3.97, -2.03)  0.216
H (0.84, -3.90, -0.34)  0.231
H (0.00, -2.59, 0.53)  0.270
H (3.11, -4.10, 0.51)  0.230
H (5.31, -2.99, 0.90)  0.229
H (5.48, -0.52, 0.60)  0.234
H (4.40, 1.50, -0.32)  0.239
H (3.03, 1.74, 0.79)  0.281
H (3.12, 3.35, -3.29)  0.222
H (2.41, 5.70, -3.64)  0.219
H (0.68, 6.68, -2.16)  0.217
H (-0.29, 5.35, -0.33)  0.227
C (-2.98, -2.40, 1.68)  -1.143
Si (-2.30, -0.68, 1.93)  1.894
C (-1.62, -0.43, 3.65)  -1.139
C (-3.56, 0.62, 1.49)  -1.140
O (-0.99, -0.54, 0.86)  -1.095
H (-3.89, -2.54, 2.27)  0.241
H (-2.27, -3.17, 2.00)  0.233
H (-3.22, -2.58, 0.63)  0.248
H (-2.41, -0.59, 4.38)  0.238
H (-1.24, 0.58, 3.79)  0.254
H (-0.80, -1.12, 3.87)  0.247
H (-4.32, 0.70, 2.27)  0.240
H (-4.06, 0.38, 0.55)  0.244
H (-3.08, 1.59, 1.38)  0.255
S (2.65, 0.43, 4.42)  -0.173
C (1.76, 0.48, 3.08)  0.207
N (1.13, 0.49, 2.09)  -0.725